The following is a DFT calculation (wB97M-V/def2-TZVPD) of one molecule with the formula C5H8N2S.

- HOMO level (eV) = -8.386
- SMILES = C1=NN2C[C@@H]2CSC1
- orbital gap (eV) = 9.18
- energy relative to the best compared isomer or geometry (same formula, charge and spin) (kcal per mole) = 132.1
- strongest force on any atom (eV/A) = 6.66
- E_LUMO (eV) = 0.80

Last columns: bonded neighbours and bond lengths (Å).
CARTESIAN COORDINATES (ANGSTROEM)
1 C -1.28129 -0.79630 -1.50017  N2 1.276, C8 1.682, H9 1.073
2 N -1.48448 -1.31070 -0.35014  C1 1.276, N3 1.436
3 N -0.72755 -0.56764 0.61852  N2 1.436, C4 1.294, C5 1.511
4 C -0.14616 -0.86867 1.73430  N3 1.294, C5 1.523, H10 1.063, H11 1.229
5 C 0.71186 -0.11860 0.72379  N3 1.511, C4 1.523, C6 1.508, H12 1.188
6 C 0.77095 1.38640 0.79405  C5 1.508, S7 1.996, H13 1.195, H14 1.109
7 S -0.05139 1.91752 -0.94575  C6 1.996, C8 1.818
8 C -0.02723 0.29348 -1.76159  C1 1.682, S7 1.818, H15 1.220, H16 1.180
9 H -1.81669 -1.22626 -2.32457  C1 1.073
10 H 0.03763 -1.85214 2.09271  C4 1.063
11 H -0.56683 -0.03874 2.53701  C4 1.229
12 H 1.51831 -0.76542 0.13835  C5 1.188
13 H 1.86307 1.78210 1.07524  C6 1.195
14 H 0.19340 1.80210 1.64400  C6 1.109
15 H 1.07853 -0.18060 -1.56180  C8 1.220
16 H -0.07214 0.54347 -2.91395  C8 1.180

***

The following is a DFT calculation (wB97M-V/def2-TZVPD) of one molecule with the formula C5H7N3O.

- HOMO level (alpha / beta) (eV) = -7.697 / -6.994
- orbital gap (alpha / beta) (eV) = 7.94 / 7.41
- energy relative to the best compared isomer or geometry (same formula, charge and spin) (kcal per mole) = 120.7
- strongest force on any atom (eV/A) = 4.59
- E_LUMO (alpha / beta) (eV) = 0.24 / 0.41

Last columns: bonded neighbours and bond lengths (Å).
CARTESIAN COORDINATES (ANGSTROEM)
1 C 3.30530 -0.98072 0.08682  C2 1.365, N6 1.373, H10 1.076
2 C 1.97808 -1.29562 0.03388  C1 1.365, N8 1.419, H11 1.039
3 C -1.89032 -0.98408 0.00536  O9 1.291, H12 1.099, H13 1.174
4 C 0.04562 0.25989 0.01653  C5 1.469, N8 1.401, O9 1.325
5 C -0.57602 1.58983 0.05757  C4 1.469, H14 1.108, H15 1.126, H16 1.124
6 N 3.51614 0.36973 -0.04037  C1 1.373, N7 1.281
7 N 2.39903 0.99732 -0.02795  N6 1.281, N8 1.387
8 N 1.42457 0.01077 0.01456  C2 1.419, C4 1.401, N7 1.387
9 O -0.60254 -0.89553 -0.01108  C3 1.291, C4 1.325
10 H 4.21662 -1.55144 0.11149  C1 1.076
11 H 1.22363 -2.00550 0.11342  C2 1.039
12 H -2.32203 -1.94299 -0.31557  C3 1.099
13 H -2.59377 -0.08997 0.29495  C3 1.174
14 H -1.23216 1.70978 0.94215  C5 1.108
15 H -1.34982 1.50321 -0.75606  C5 1.126
16 H 0.12862 2.44717 -0.11969  C5 1.124

***

Which value of strongest force on any atom does entry 2 give? 4.59 eV/A